[1]
Here is a structure of composition C17H20Cl3N4OSn from the Open Molecules 2025 dataset. Energies are from ωB97M-V/def2-TZVPD.

XYZ file:
```
46
Properties=species:S:1:pos:R:3:forces:R:3
Sn 0.161620 -0.081440 -0.996590 -1.189 -0.903 0.125
C 0.128131 -1.615601 1.864816 0.098 -0.288 -0.094
C 1.157198 -2.393738 1.062370 -0.094 0.145 0.152
N 0.821444 -2.414682 -0.375658 0.079 0.111 -0.006
C -0.224845 -3.385611 -0.737966 -0.144 -0.077 -0.108
C -1.609390 -2.794630 -0.828938 -0.191 -0.141 -0.022
C -2.710728 -3.626540 -0.939597 0.075 0.077 -0.013
C -3.971348 -3.058321 -1.036959 0.001 -0.012 0.005
C -4.103184 -1.680709 -0.959780 0.085 0.065 -0.001
C -2.961696 -0.905994 -0.844344 -0.198 -0.145 -0.019
C -3.071848 0.596178 -0.756931 -0.127 -0.146 -0.119
N -1.805719 1.264728 -0.412827 0.164 0.119 -0.012
C -1.667777 1.607765 1.017911 0.127 -0.144 0.182
C -1.298303 0.386491 1.840362 -0.219 0.166 -0.074
N -0.032242 -0.227260 1.367470 0.176 0.171 -0.336
N -1.742937 -1.461445 -0.820815 0.547 0.382 0.083
H 0.429002 -1.616707 2.913856 -0.112 0.020 0.027
H -0.840175 -2.111100 1.791727 -0.035 0.062 0.048
H 1.210123 -3.408455 1.464784 0.097 0.019 0.015
H 2.141118 -1.933857 1.177717 0.027 -0.055 -0.024
H 1.660405 -2.690074 -0.875915 0.011 0.086 -0.068
H -0.246535 -4.210418 -0.019935 0.028 -0.032 -0.056
H 0.012573 -3.817149 -1.712569 0.094 -0.007 0.036
H -2.581800 -4.700578 -0.962110 0.010 -0.001 0.019
H -4.844821 -3.685078 -1.159055 -0.008 -0.002 0.041
H -5.077909 -1.212424 -0.997339 0.002 0.009 0.017
H -3.846675 0.845389 -0.026608 -0.016 0.042 -0.051
H -3.418362 0.959018 -1.726635 0.034 0.098 0.036
H -1.775315 2.137507 -0.930242 0.084 -0.027 -0.080
H -2.597560 2.025715 1.410856 0.042 0.072 0.001
H -0.884767 2.363144 1.107623 -0.061 0.061 -0.023
H -2.085389 -0.363151 1.756101 0.044 -0.050 0.058
H -1.218153 0.675454 2.889689 -0.019 -0.102 0.023
H 0.734611 0.328893 1.742187 0.010 -0.018 0.004
Cl 6.669104 4.517949 -0.538408 -0.312 -0.122 -0.014
C 5.135783 3.896744 -0.542649 -0.033 0.003 0.002
C 4.973754 2.464749 -0.559369 0.077 -0.377 -0.013
C 3.741030 1.931891 -0.517389 0.282 0.037 -0.083
Cl 3.466656 0.260336 -0.573016 0.317 0.016 0.119
C 2.521577 2.795695 -0.455378 -0.411 -0.166 0.025
O 1.411595 2.331043 -0.338966 0.532 0.388 0.189
C 2.760205 4.278892 -0.526440 0.094 0.382 0.031
Cl 1.413249 5.271971 -0.529068 0.115 -0.129 -0.013
C 4.023612 4.773231 -0.539723 -0.130 0.404 -0.032
H 5.855944 1.838524 -0.610592 0.007 0.024 0.018
H 4.188746 5.843671 -0.555652 0.043 -0.016 0.006
```
Positions in Å, forces in eV/Å.

Its spin multiplicity is 1. For the frontier orbital gap, the calculation gives 5.1774 eV. The calculated total energy comes out at -69334.2386 eV. The value obtained for the LUMO energy is -12.61 eV. The value obtained for the molecular weight is 521.4 g/mol. As for the HOMO energy: -17.792 eV. The total charge is +3.

[2]
Here is a structure of composition C17H20Cl5N8O7S4Ta from the Open Molecules 2025 dataset. Energies are from ωB97M-V/def2-TZVPD.

XYZ file:
```
62
Properties=species:S:1:pos:R:3:forces:R:3
Ta -0.319524 0.584861 -0.728144 1.485 -0.817 2.041
Cl -3.798304 -5.663587 -1.928452 0.027 0.079 0.018
C -3.317605 -4.085189 -1.431509 -0.036 -0.088 -0.032
C -2.038933 -3.873379 -0.927248 0.047 -0.056 0.078
Cl -0.912487 -5.167375 -0.774740 -0.069 0.060 -0.007
C -1.679150 -2.596640 -0.534843 0.116 0.014 0.100
Cl -0.126792 -2.235130 0.130117 -0.176 -0.343 -0.105
C -2.529302 -1.499966 -0.658374 0.279 0.075 0.177
O -2.109135 -0.291233 -0.303444 0.093 -0.188 0.100
C -3.822971 -1.736492 -1.116555 -0.287 0.219 0.017
Cl -4.927883 -0.416157 -1.154105 0.115 -0.122 0.016
C -4.206884 -3.013393 -1.511761 -0.133 -0.017 -0.020
Cl -5.803063 -3.274727 -2.102731 0.083 0.017 0.030
N -1.581410 -0.640162 2.476102 0.001 -0.006 0.048
N -0.728529 -0.262744 3.494435 0.002 0.014 -0.093
C 0.539479 0.089100 3.237263 0.058 0.068 0.250
N 1.287713 0.353577 4.329782 -0.033 -0.015 -0.075
S 1.255824 0.251753 1.723648 -0.203 -0.096 0.013
H -2.351315 0.001703 2.353811 -0.008 0.046 -0.028
H -1.884559 -1.598402 2.578912 -0.029 0.018 0.009
H -1.052913 -0.245164 4.451831 -0.009 0.015 -0.010
H 0.989603 0.088173 5.252991 0.009 -0.023 0.001
H 2.256482 0.577276 4.187632 0.000 0.019 0.001
N 2.132458 -1.954152 -1.664505 0.139 0.035 -0.094
N 2.170404 -0.686117 -0.972458 -0.426 -0.085 -0.183
H 2.980930 -2.031004 -2.219248 -0.031 0.032 -0.028
H 1.377416 -1.876043 -2.341353 0.000 0.006 0.040
H 2.596658 -0.002812 -1.587404 0.074 0.106 0.171
H 2.764775 -0.817199 -0.160850 -0.147 0.040 0.089
N -0.080295 4.358207 -8.303216 -0.040 -0.005 0.046
C 0.538204 3.646586 -7.288934 -0.017 0.035 -0.056
C 0.798255 2.283754 -7.439145 0.032 -0.042 0.018
C 1.364334 1.560318 -6.407497 -0.042 0.084 -0.001
C 1.690633 2.196672 -5.219749 -0.138 -0.008 -0.097
C 1.441117 3.553152 -5.055712 0.048 -0.038 -0.031
C 0.865168 4.272604 -6.081835 -0.006 0.018 0.010
S 2.459167 1.275868 -3.950114 0.018 -0.027 0.039
O 3.726008 1.912107 -3.671000 0.179 0.057 0.026
O 2.449127 -0.111735 -4.319039 0.059 -0.030 0.053
N 1.549916 1.402116 -2.598076 0.155 0.508 -0.108
C 1.849754 2.286579 -1.665681 0.035 -0.013 0.099
S 3.009559 3.590812 -1.611075 -0.010 -0.074 -0.016
C 2.442643 4.004357 -0.019772 0.059 0.056 0.037
C 1.501038 3.155958 0.403671 -0.139 -0.011 -0.056
N 1.165437 2.169957 -0.511229 -0.037 0.120 -0.270
H -0.011904 3.978778 -9.231615 0.009 0.001 0.001
H -0.012539 5.360380 -8.262910 0.033 -0.005 -0.013
H 0.535819 1.788499 -8.366181 -0.006 -0.002 0.005
H 1.539535 0.498883 -6.504826 0.001 -0.012 0.000
H 1.700540 4.055011 -4.132058 -0.007 -0.017 0.000
H 0.665228 5.329925 -5.955402 -0.009 -0.003 0.000
H 2.869335 4.829810 0.524392 -0.002 0.000 -0.005
H 1.001942 3.173626 1.356800 0.009 0.019 0.013
O -0.476264 -0.658312 -2.332326 -0.552 0.610 -0.905
S -1.300297 0.345481 -3.213008 -0.339 -0.011 -0.081
O -0.643279 0.684967 -4.421677 0.237 0.011 0.049
O -1.182778 1.557879 -2.148176 -0.278 -0.318 -0.961
O -2.659762 -0.066419 -3.289124 -0.068 -0.004 0.089
C -1.373274 2.039359 0.588295 -0.212 0.206 -0.605
H -0.980850 2.089136 1.605357 0.016 -0.068 0.018
H -2.439432 1.817059 0.601584 0.019 -0.073 0.100
H -1.274512 3.031600 0.139022 0.055 0.032 0.077
```
Positions in Å, forces in eV/Å.

The energy above the lowest of the compared OMol25 structures with the same formula, charge and spin is 36.8 kcal/mol. Its spin multiplicity is 1. For the frontier orbital gap, the calculation gives 7.5586 eV. The calculated total energy comes out at -151713.0879 eV. The value obtained for the LUMO energy is -0.37 eV. The value obtained for the molecular weight is 934.9 g/mol. As for the HOMO energy: -7.924 eV.

[3]
Here is an isolated molecule of C17H20ClN3O2S from the Open Molecules 2025 dataset. Energies are from ωB97M-V/def2-TZVPD.

XYZ file:
```
44
Properties=species:S:1:pos:R:3:forces:R:3
C -1.003183 -2.392774 4.502003 -0.017 0.031 -0.021
C -1.617771 -1.426978 3.538369 -0.081 0.031 -0.128
C -2.248203 -1.892079 2.390835 -0.003 0.103 0.018
C -2.818624 -1.017867 1.481597 -0.115 -0.063 -0.086
C -2.753044 0.334718 1.738022 -0.351 0.270 -0.442
C -2.137839 0.822252 2.873137 0.073 -0.014 0.200
C -1.565279 -0.048805 3.788904 -0.107 0.081 -0.218
C -0.900574 0.480926 5.020026 -0.015 -0.029 -0.020
H -1.368486 0.071449 5.914264 0.018 0.010 0.120
H 0.151221 0.197996 5.038213 0.091 0.015 0.074
H -0.969611 1.564170 5.056796 0.026 0.070 0.052
H -2.125825 1.888677 3.037471 0.068 0.145 0.138
S -3.392745 1.514481 0.565605 0.321 0.345 -0.003
O -3.976981 2.628633 1.243163 0.281 -0.002 0.166
O -4.159392 0.836983 -0.442854 0.200 -0.237 0.136
N -2.002247 2.115112 -0.166849 -1.195 -0.002 0.307
C -1.064438 1.273878 -0.757503 0.721 -0.490 -0.191
N 0.157106 1.610350 -0.673875 -0.229 0.419 0.217
C 1.190730 0.832019 -1.304899 -0.177 0.119 -0.159
H 1.018084 -0.251134 -1.218713 0.073 0.009 0.008
C 1.359618 1.210623 -2.790506 0.052 -0.139 0.356
C 2.475293 0.421717 -3.404556 -0.027 0.039 -0.114
C 2.227992 -0.786919 -4.044145 0.079 0.088 0.036
C 3.259974 -1.539949 -4.574365 0.107 -0.048 -0.019
C 4.561060 -1.079964 -4.460482 -0.159 0.112 0.079
C 4.833697 0.120667 -3.825362 0.066 -0.095 -0.040
C 3.790306 0.860932 -3.301377 -0.101 -0.078 -0.034
H 3.999554 1.798035 -2.807235 0.031 0.127 0.054
H 5.851143 0.470046 -3.744847 0.097 0.007 -0.010
Cl 5.859489 -2.013389 -5.121741 0.153 -0.107 -0.079
H 3.058786 -2.475049 -5.073333 0.015 -0.082 -0.051
H 1.213086 -1.146109 -4.138299 -0.126 -0.025 -0.016
H 1.568988 2.279580 -2.843538 -0.070 0.016 -0.038
H 0.423170 1.022439 -3.319912 -0.011 0.061 -0.048
H 2.118507 1.067313 -0.776133 0.015 -0.205 -0.118
N -1.607244 0.146086 -1.312464 0.103 -0.085 -0.236
H -1.070021 -0.326861 -2.017695 0.023 -0.017 0.078
H -2.610792 0.152899 -1.428030 0.055 -0.103 -0.234
H -1.585679 2.903234 0.303534 0.032 0.083 0.169
H -3.315698 -1.366864 0.591731 -0.031 -0.106 -0.084
H -2.292143 -2.955195 2.205463 -0.005 -0.103 -0.014
H -1.470930 -2.304392 5.481726 0.015 -0.041 0.111
H 0.059059 -2.185889 4.624625 0.091 -0.037 0.067
H -1.120116 -3.415000 4.153230 0.015 -0.070 0.016
```
Positions in Å, forces in eV/Å.

The energy above the lowest of the compared OMol25 structures with the same formula, charge and spin is 5.1 kcal/mol. As for the SMILES: Cc1ccc(S(=O)(=O)N/C(N)=N/CCc2ccc(Cl)cc2)cc1C. Its spin multiplicity is 1. For the frontier orbital gap, the calculation gives 9.3760 eV. The calculated total energy comes out at -49877.1150 eV. The value obtained for the LUMO energy is 0.59 eV. The value obtained for the molecular weight is 365.9 g/mol. As for the HOMO energy: -8.787 eV.

[4]
Here is a structure of composition C17H20IKN3O2 from the Open Molecules 2025 dataset. Energies are from ωB97M-V/def2-TZVPD.

XYZ file:
```
44
Properties=species:S:1:pos:R:3:forces:R:3
C 3.782916 -1.792000 1.746102 -0.623 0.135 0.773
C 2.755516 -1.334724 0.643810 1.588 0.747 -0.788
O 3.236401 -0.879040 -0.383381 -0.900 -0.304 0.917
N 1.318158 -1.377877 0.787305 1.253 0.876 1.807
C 0.862774 -1.993138 2.062446 -1.389 -0.543 0.189
C 0.688490 -0.103546 0.512723 -2.486 1.541 -2.297
C -0.356002 -0.101775 -0.525693 0.465 0.888 1.704
C -0.741673 -1.421199 -1.255948 1.791 0.989 -2.441
C -0.007582 -1.308427 -2.753057 2.908 -1.491 1.081
C 1.576565 -1.686750 -2.733125 -4.297 -2.314 -1.192
O 0.432751 -2.582426 -3.335326 -0.896 2.996 0.291
C -1.092018 1.170586 -0.868918 2.005 0.526 1.316
C -2.242087 1.165629 -1.950485 -0.630 0.316 1.390
C -3.621065 1.223800 -1.108422 2.348 0.435 1.748
C -3.522842 0.425417 0.273711 -1.255 0.361 -0.317
I -5.317376 0.431810 -2.209178 0.260 2.667 2.005
C -0.712480 2.379705 -0.167997 0.126 -1.534 -0.410
C 0.346252 2.436392 0.904511 -1.623 -1.210 -1.855
N 0.576378 3.675434 1.492483 2.256 -2.892 1.583
C 1.525610 3.539027 2.454995 -0.132 -0.030 0.137
C 2.217579 2.276121 2.850641 -0.797 -0.153 -1.214
N 1.989346 1.086262 2.240863 -0.896 2.818 -0.008
C 1.022609 1.174777 1.244778 -0.252 -0.717 -0.610
H 3.902555 -2.907896 1.757316 -0.134 1.003 0.008
H 4.782422 -1.299492 1.573074 -1.267 -0.620 -0.318
H 3.463144 -1.443004 2.774438 0.205 -0.576 -1.161
H 1.408284 -1.648684 2.977379 -0.311 -0.403 -0.915
H -0.225433 -1.726014 2.228527 1.205 -0.219 -0.316
H 0.869125 -3.113466 1.925767 0.302 1.148 0.451
H -1.838351 -1.527978 -1.456698 0.913 -0.059 0.567
H -0.254092 -2.326050 -0.817141 -0.787 0.871 -0.148
H -0.340486 -0.449822 -3.456163 0.623 -1.656 1.077
H 2.219117 -1.406588 -3.597553 -0.300 0.092 1.289
H 1.807993 -2.474244 -1.976460 0.898 1.982 -0.128
H -2.243929 0.229815 -2.564905 0.269 1.070 0.441
H -2.208262 2.107484 -2.569934 0.141 -1.233 0.391
H -3.731768 2.309787 -0.812251 -0.731 -1.215 -0.774
H -3.040101 1.071942 1.062425 -0.223 -0.833 -1.044
H -4.584795 0.259219 0.630075 1.249 -0.035 -0.283
H -2.999320 -0.554026 0.133737 -0.494 0.919 0.323
H -1.239604 3.337262 -0.433285 0.729 -0.985 0.413
H 1.793286 4.467447 3.032688 -0.290 -1.068 -0.738
H 2.983854 2.302457 3.669486 -0.900 0.009 -0.915
K -5.241859 -1.612211 -4.003357 0.080 -2.298 -2.026
```
Positions in Å, forces in eV/Å.

Its spin multiplicity is 1. For the frontier orbital gap, the calculation gives 7.1897 eV. The calculated total energy comes out at -50933.8447 eV. The value obtained for the LUMO energy is -3.78 eV. The value obtained for the molecular weight is 464.4 g/mol. As for the HOMO energy: -10.968 eV. The total charge is +1.

[5]
Here is a structure of composition C17H20IrN4O6P2S from the Open Molecules 2025 dataset. Energies are from ωB97M-V/def2-TZVPD.

XYZ file:
```
51
Properties=species:S:1:pos:R:3:forces:R:3
Ir 0.016960 -0.048920 0.122421 -0.136 0.112 -0.369
N -1.959240 4.157400 0.587693 -0.005 0.029 0.011
C -1.378373 3.023365 1.417282 -0.016 0.048 0.115
C -1.241080 3.425474 2.877666 0.008 -0.020 -0.010
P 0.227146 2.582714 0.655104 0.115 -0.008 -0.103
O 1.028838 3.961861 0.668613 -0.038 0.047 0.076
O 0.922771 1.505376 1.444243 -0.071 -0.043 0.024
O -0.090277 2.213711 -0.775982 0.040 -0.038 0.004
P -2.560157 1.609652 1.062409 0.073 0.013 -0.024
O -3.509474 1.633407 2.338709 -0.087 -0.016 -0.058
O -1.792374 0.307781 1.108331 -0.045 0.056 0.079
O -3.232400 2.082308 -0.177996 -0.047 -0.026 -0.001
H -1.252165 4.711173 0.103868 0.022 0.015 0.027
H -2.516959 4.781736 1.170042 -0.018 -0.013 -0.007
H -2.597892 3.643025 -0.086735 0.016 0.010 -0.029
H -0.569263 4.278099 2.994894 0.005 -0.007 0.006
H -0.834294 2.587766 3.442457 0.010 0.000 -0.007
H -2.213355 3.668801 3.306994 0.000 0.010 -0.005
H 1.765974 3.985954 1.293134 0.009 -0.005 -0.024
H -3.716635 0.759648 2.693155 0.037 0.001 0.026
C 3.713503 0.064646 -2.039967 0.010 -0.060 0.024
C 4.344540 -1.093586 -1.595577 -0.058 0.048 -0.006
C 3.700054 -1.910059 -0.689025 0.014 -0.014 -0.018
C 2.431428 -1.570386 -0.231029 -0.053 -0.065 0.123
N 1.834901 -0.442074 -0.678874 -0.144 -0.133 0.113
C 2.456661 0.352442 -1.557307 0.049 -0.011 -0.086
C 1.635608 -2.320891 0.747169 0.072 0.063 -0.075
C 2.036698 -3.515343 1.341019 0.022 -0.001 -0.014
C 1.208044 -4.137125 2.257560 -0.067 0.033 0.014
C -0.019897 -3.565980 2.580422 0.079 -0.028 -0.020
C -0.426190 -2.376169 1.991384 -0.021 -0.035 0.044
C 0.401409 -1.744994 1.075686 0.059 0.070 -0.022
H 4.183374 0.731935 -2.747147 0.007 -0.003 -0.003
H 5.330920 -1.352603 -1.955639 0.005 0.002 0.001
H 4.171193 -2.811940 -0.326853 0.004 0.008 -0.006
H 1.911932 1.234776 -1.864602 0.007 0.021 0.039
H 2.988611 -3.966392 1.089970 -0.004 0.002 0.008
H 1.512273 -5.066702 2.718235 0.002 -0.002 0.003
H -0.668470 -4.056921 3.294603 0.005 -0.007 0.002
H -1.385580 -1.943268 2.241136 0.000 -0.001 -0.011
S -1.108544 -1.423348 -1.333264 0.255 -0.065 -0.107
C -1.319875 -0.593033 -2.809069 -0.255 0.089 0.322
N -1.015615 0.720545 -2.967484 0.096 0.040 0.171
C -1.179240 1.354053 -4.145384 -0.004 0.038 -0.116
C -1.692405 0.678985 -5.208312 0.002 0.047 0.065
C -2.064846 -0.655911 -4.966531 0.072 -0.053 -0.006
N -1.882530 -1.269445 -3.821727 0.034 -0.096 -0.118
H -0.694752 1.259144 -2.151690 -0.013 -0.064 -0.073
H -0.885497 2.394052 -4.168994 -0.014 -0.002 0.002
H -1.829835 1.147900 -6.169152 -0.012 0.012 0.008
H -2.526022 -1.243638 -5.752859 -0.015 0.002 0.009
```
Positions in Å, forces in eV/Å.

The energy above the lowest of the compared OMol25 structures with the same formula, charge and spin is 0.0 kcal/mol. Its spin multiplicity is 1. For the frontier orbital gap, the calculation gives 7.8832 eV. The calculated total energy comes out at -68453.4536 eV. The value obtained for the LUMO energy is -2.85 eV. The value obtained for the molecular weight is 662.6 g/mol. As for the HOMO energy: -10.730 eV. The total charge is +1.